No. 1
Below is a structure of composition C11H22ClNO6, with properties calculated with ωB97M-V/def2-TZVPD.

Element x y z (Å)
C  22.601  -7.960  -16.701
C  24.081  -8.276  -16.474
C  24.570  -8.347  -15.000
N  26.078  -8.460  -14.790
C  26.423  -8.362  -13.285
C  26.433  -6.962  -12.663
C  27.215  -5.949  -13.548
C  26.673  -5.983  -15.024
C  26.841  -7.394  -15.591
C  26.567  -9.821  -15.399
H  22.239  -7.014  -16.297
H  21.907  -8.705  -16.313
H  22.266  -7.903  -17.737
H  24.485  -7.414  -17.006
H  24.340  -9.152  -17.069
H  24.028  -9.085  -14.409
H  24.284  -7.414  -14.513
H  25.836  -9.111  -12.753
H  27.440  -8.752  -13.328
H  25.413  -6.593  -12.558
H  26.923  -6.968  -11.690
H  27.105  -4.947  -13.134
H  28.276  -6.180  -13.451
H  25.652  -5.641  -15.195
H  27.245  -5.360  -15.712
H  26.668  -7.578  -16.652
H  27.888  -7.588  -15.361
H  27.657  -9.807  -15.434
H  26.208  -9.974  -16.416
H  26.224  -10.605  -14.723
Cl  29.076  -9.042  -14.503
O  29.338  -6.539  -15.183
C  29.041  -6.079  -16.366
O  28.709  -6.990  -17.134
O  28.946  -4.869  -16.663
H  29.255  -7.495  -15.188
O  28.352  -10.442  -12.586
C  27.157  -10.929  -12.358
O  26.659  -11.091  -11.207
O  26.434  -11.084  -13.349
H  28.344  -10.318  -13.538

The value obtained for the HOMO energy is -1.4 eV. The charge is -2. The maximum force is 5.0 eV/A. Its frontier orbital gap is 6.1341 eV.


No. 2
Below is a structure of composition C11H22F6NO13RbS4, with properties calculated with ωB97M-V/def2-TZVPD.

Element x y z (Å)
Rb  -1.124  1.317  1.302
C  -6.855  0.069  1.548
F  -5.916  0.622  0.657
F  -8.067  0.584  1.248
F  -6.894  -1.253  1.203
S  -6.343  0.317  3.386
O  -7.577  0.295  4.239
O  -5.387  -0.770  3.699
N  -5.522  1.867  3.253
S  -5.447  2.480  4.675
O  -6.491  3.439  4.950
O  -5.127  1.615  5.803
C  -3.782  3.615  4.394
F  -3.828  4.238  3.189
F  -3.639  4.626  5.333
F  -2.739  2.739  4.405
C  2.983  -4.697  2.214
O  1.693  -5.268  2.054
C  0.704  -4.509  1.470
O  0.721  -3.255  1.437
O  -0.429  -5.328  1.176
C  -1.638  -4.738  0.617
H  3.753  -5.194  1.624
H  3.062  -4.904  3.281
H  2.908  -3.633  1.986
H  -2.182  -4.451  1.517
H  -2.312  -5.332  -0.001
H  -1.305  -3.855  0.072
O  4.502  0.037  -0.101
S  4.710  1.328  0.587
O  3.492  2.063  0.917
O  5.561  1.043  1.911
C  5.599  1.912  3.084
C  4.420  1.520  4.036
C  5.934  2.286  -0.386
H  5.649  2.972  2.833
H  6.484  1.525  3.588
H  3.679  2.311  4.155
H  4.629  1.027  4.985
H  3.861  0.745  3.512
H  6.910  1.809  -0.294
H  6.067  3.278  0.044
H  5.573  2.424  -1.405
O  -1.406  0.120  -4.072
S  -0.907  -0.249  -5.463
O  -1.812  -0.755  -6.514
O  0.163  0.962  -6.029
C  0.725  1.006  -7.377
C  -0.344  1.512  -8.199
C  0.438  -1.477  -5.122
H  1.014  -0.017  -7.618
H  1.486  1.785  -7.425
H  0.099  1.754  -9.165
H  -0.621  2.526  -7.911
H  -1.184  0.842  -8.387
H  1.188  -0.833  -4.663
H  0.867  -2.042  -5.950
H  0.003  -2.049  -4.303

The value obtained for the HOMO energy is -8.6 eV. The maximum force is 5.0 eV/A. Its frontier orbital gap is 7.2693 eV.


No. 3
Below is a structure of composition C11H22FNO5PbSi, with properties calculated with ωB97M-V/def2-TZVPD.

Element x y z (Å)
C  -4.521  0.183  -4.022
C  -3.036  0.260  -4.158
O  -2.391  -0.593  -4.711
O  -2.439  1.357  -3.596
C  -1.410  0.960  -2.677
C  -1.263  2.038  -1.654
C  -0.183  1.725  -0.597
C  -0.080  0.243  -0.247
Si  1.007  -0.091  1.244
C  1.068  1.336  2.466
C  1.024  0.946  3.934
N  2.239  0.268  4.405
C  2.762  -0.448  0.653
O  2.767  -1.775  0.020
O  2.904  -1.637  -1.400
C  0.618  -1.743  2.123
C  0.326  -2.810  1.143
O  0.401  -4.007  1.431
F  0.011  -2.505  -0.084
H  -4.954  0.377  -4.992
H  -4.897  0.868  -3.285
H  -4.787  -0.823  -3.746
H  -1.735  0.038  -2.222
H  -0.478  0.831  -3.213
H  -2.191  2.210  -1.128
H  -0.981  2.970  -2.115
H  0.776  2.090  -0.943
H  -0.429  2.318  0.270
H  -1.048  -0.231  -0.158
H  0.407  -0.254  -1.080
H  0.192  1.937  2.265
H  1.922  1.955  2.218
H  0.934  1.862  4.499
H  0.110  0.399  4.145
H  1.982  -0.516  4.986
H  2.810  -0.087  3.649
H  3.085  0.306  -0.046
H  3.481  -0.482  1.466
H  2.067  -1.964  -1.753
H  1.522  -2.005  2.698
H  -0.180  -1.683  2.859
Pb  2.587  -3.823  1.354

The value obtained for the HOMO energy is -14.3 eV. The charge is +2. The maximum force is 3.0 eV/A. Its frontier orbital gap is 3.8387 eV.


No. 4
Below is a structure of composition C11H22InN2O5, with properties calculated with ωB97M-V/def2-TZVPD.

Element x y z (Å)
N  -2.363  -2.068  3.404
C  -1.337  -1.662  3.035
O  -0.248  -1.156  2.643
In  0.957  -2.419  1.325
C  0.910  -1.602  -0.731
C  -0.366  -1.820  -1.495
N  -1.187  -2.787  -1.388
H  0.346  -4.071  1.387
H  2.601  -2.405  1.944
H  1.756  -2.030  -1.280
H  1.090  -0.521  -0.678
H  -0.626  -1.065  -2.248
H  -0.866  -3.427  -0.655
O  -2.831  0.603  -1.577
C  -3.413  0.174  -0.617
O  -4.740  -0.085  -0.748
C  -5.490  -0.724  0.289
C  -5.955  0.251  1.352
C  -2.758  -0.012  0.725
H  -4.926  -1.555  0.715
H  -6.351  -1.150  -0.225
H  -5.113  0.711  1.869
H  -6.566  -0.266  2.093
H  -6.548  1.046  0.899
H  -2.652  0.972  1.183
H  -1.772  -0.447  0.595
H  -3.285  -0.664  1.414
O  5.067  0.042  0.883
C  4.840  1.009  0.215
O  3.610  1.155  -0.322
C  3.196  2.326  -1.024
C  3.644  2.317  -2.471
C  5.908  2.041  -0.081
H  3.518  3.227  -0.496
H  2.108  2.298  -0.974
H  4.731  2.315  -2.558
H  3.260  3.196  -2.991
H  3.267  1.424  -2.968
H  6.543  1.651  -0.876
H  6.512  2.161  0.815
H  5.530  3.015  -0.381

The value obtained for the HOMO energy is -5.5 eV. The charge is -1. The maximum force is 1.2 eV/A. Its frontier orbital gap is 7.9548 eV.


No. 5
Below is the ion C11H22N with charge +1, with properties calculated with ωB97M-V/def2-TZVPD.

Element x y z (Å)
C  0.996  -1.753  -0.061
C  0.839  -0.436  0.163
C  2.090  0.347  -0.189
N  3.261  -0.096  0.088
C  4.508  0.542  -0.231
C  -0.711  -0.018  0.718
C  -1.158  -1.091  1.698
C  -0.509  1.281  1.501
C  -1.630  0.137  -0.530
C  -3.033  0.559  -0.077
C  -1.090  1.202  -1.498
C  -1.766  -1.161  -1.335
H  1.879  -2.177  -0.516
H  0.212  -2.462  0.122
H  1.986  1.334  -0.624
H  3.340  -1.010  0.529
H  5.139  0.569  0.660
H  5.032  -0.032  -0.997
H  4.345  1.557  -0.591
H  -1.490  -2.005  1.217
H  -0.360  -1.332  2.395
H  -1.994  -0.704  2.275
H  -0.189  2.105  0.873
H  0.239  1.129  2.277
H  -1.427  1.568  2.001
H  -3.490  -0.194  0.558
H  -3.009  1.505  0.456
H  -3.668  0.685  -0.950
H  -0.106  0.925  -1.870
H  -1.042  2.186  -1.042
H  -1.758  1.276  -2.352
H  -2.444  -0.989  -2.167
H  -0.811  -1.475  -1.753
H  -2.182  -1.973  -0.747

The SMILES is C=C(/C=[NH+]/C)C(C)(C)C(C)(C)C. The value obtained for the HOMO energy is -14.0 eV. The charge is +1. The maximum force is 2.8 eV/A. Its frontier orbital gap is 9.4254 eV.


No. 6
Below is an isolated molecule of C11H22N2O, with properties calculated with ωB97M-V/def2-TZVPD.

Element x y z (Å)
C  4.706  -2.550  -2.892
C  3.993  -2.763  -1.803
C  3.298  -1.696  -1.019
C  1.787  -1.947  -0.973
C  1.011  -0.849  -0.243
C  1.256  -0.846  1.264
C  0.531  0.279  2.005
C  -1.001  0.180  1.957
C  -1.630  1.113  0.923
C  -3.152  0.944  0.868
C  -3.741  1.873  -0.172
O  -4.032  1.545  -1.304
N  -3.891  3.151  0.253
N  -4.495  4.139  -0.554
H  5.186  -3.352  -3.429
H  4.846  -1.559  -3.293
H  3.867  -3.769  -1.423
H  3.494  -0.720  -1.467
H  3.698  -1.692  -0.002
H  1.420  -2.013  -2.000
H  1.594  -2.908  -0.490
H  -0.052  -1.005  -0.433
H  1.288  0.123  -0.658
H  2.325  -0.737  1.455
H  0.943  -1.807  1.680
H  0.856  0.251  3.048
H  0.846  1.241  1.594
H  -1.413  0.432  2.937
H  -1.292  -0.849  1.741
H  -1.388  2.148  1.180
H  -1.217  0.912  -0.066
H  -3.394  -0.080  0.580
H  -3.588  1.147  1.848
H  -3.762  3.419  1.216
H  -5.118  3.653  -1.201
H  -3.779  4.592  -1.127

The SMILES is C=CCCCCCCCCC(=O)NN. The value obtained for the HOMO energy is -9.5 eV. The maximum force is 0.7 eV/A. Its frontier orbital gap is 10.3790 eV.


No. 7
Below is a structure of composition C11H22N2O3S, with properties calculated with ωB97M-V/def2-TZVPD.

Element x y z (Å)
C  1.560  0.736  -0.442
C  0.069  0.257  -0.298
C  2.653  -0.260  -0.035
C  2.516  -1.384  -1.033
C  4.085  0.487  0.042
C  5.202  -0.404  0.579
C  -2.283  0.883  -0.202
C  -3.155  2.130  -0.457
C  -2.679  0.298  1.131
C  -4.017  -0.355  1.256
C  -3.294  -2.543  -0.344
H  2.502  2.422  -0.024
H  1.440  1.988  1.283
H  1.858  0.942  -1.512
H  2.459  -0.669  1.014
H  3.581  -1.989  -1.091
H  1.542  -2.115  -0.674
H  2.172  -0.855  -2.228
H  4.027  1.353  0.774
H  4.385  0.743  -0.998
H  5.345  -1.241  -0.252
H  6.293  0.037  0.630
H  4.866  -0.992  1.479
H  -0.540  2.251  -0.325
H  -2.426  0.131  -1.019
H  -2.732  1.045  2.019
H  -2.010  -0.456  1.392
H  -3.993  -1.049  2.152
H  -4.774  0.402  1.359
H  -3.534  -3.154  -1.257
H  -3.146  -3.233  0.437
H  -2.335  -2.118  -0.719
H  -4.362  0.738  -1.062
N  1.593  2.036  0.210
N  -0.870  1.236  -0.196
O  -0.197  -0.929  -0.300
O  -2.862  3.232  -0.166
O  -4.344  1.705  -1.005
S  -4.595  -1.303  -0.119

The value obtained for the HOMO energy is -9.1 eV. The maximum force is 4.3 eV/A. Its frontier orbital gap is 9.8418 eV.


No. 8
Below is a cluster of 2 separate species, C11H22N3O in total, with properties calculated with ωB97M-V/def2-TZVPD.

Element x y z (Å)
C  -0.583  0.299  0.022
C  0.133  -2.859  1.355
C  -0.286  1.382  -1.887
C  0.577  2.171  -0.789
C  0.251  -4.340  1.174
C  0.610  0.721  -3.016
C  -0.031  3.507  -0.447
C  -2.051  -3.199  0.361
C  0.524  1.906  1.738
C  1.750  0.378  0.559
C  -1.444  -1.139  1.450
N  -0.968  0.326  -1.136
N  -1.073  -2.357  0.977
N  0.568  1.246  0.422
O  1.080  -2.189  1.782
H  -0.947  2.010  -2.385
H  1.657  2.303  -1.026
H  1.082  -4.754  1.779
H  -0.558  -4.896  1.515
H  0.447  -4.696  0.098
H  1.423  0.153  -2.705
H  1.100  1.526  -3.587
H  0.022  0.345  -3.833
H  0.038  4.013  -1.382
H  0.439  4.104  0.224
H  -1.015  3.338  -0.183
H  -1.413  -3.714  -0.365
H  -2.541  -3.666  1.146
H  -2.621  -2.488  -0.185
H  -0.265  2.773  1.631
H  0.384  1.081  2.476
H  1.455  2.384  1.985
H  1.540  -0.341  1.327
H  1.834  -0.199  -0.299
H  2.584  0.996  0.779
H  -2.450  -0.995  1.581
H  -0.730  -0.728  2.207

The value obtained for the HOMO energy is -12.3 eV. The charge is +1. The maximum force is 5.9 eV/A. Its frontier orbital gap is 9.3564 eV.


Q: Among the records above, which one has the highest frontier orbital gap?
A: C11H22N2O